A structure of composition C37H31BrF4FeN5OP. Source: the OMol25 dataset; level of theory: ωB97M-V with the def2-TZVPD basis set.

Last column: Mulliken charge in e.
Geometry (Å):
Fe: 0.07215 0.51322 -0.42321  -0.288
C: 0.14442 3.37653 -0.33819  -2.135
N: 0.01163 2.32860 0.70541  0.730
C: 0.99683 2.36810 1.77985  -1.619
C: 1.95824 1.24074 1.63386  -0.065
N: 1.78262 0.24470 0.81637  0.994
C: 2.82363 -0.64125 1.05746  -0.396
C: 3.12970 -1.86309 0.46672  -0.264
C: 4.25231 -2.52948 0.92046  -0.876
C: 5.06012 -2.00110 1.93382  -0.564
C: 4.77471 -0.78405 2.52513  -1.174
C: 3.64526 -0.12063 2.06689  0.991
N: 3.06407 1.08481 2.41347  -0.034
C: 0.03247 2.63034 -1.66828  1.190
N: 1.10522 1.66448 -1.62797  0.163
C: 1.69715 1.65003 -2.84987  0.070
C: 2.62344 0.77140 -3.40545  -0.411
C: 3.07641 1.00616 -4.70724  -0.794
C: 2.62590 2.08287 -5.44776  -0.523
C: 1.69269 2.97931 -4.90060  -0.905
C: 1.24642 2.75601 -3.62180  0.005
N: 0.32862 3.48421 -2.83140  -0.187
H: 1.14194 3.81044 -0.30128  0.404
H: -0.59314 4.17220 -0.20177  0.135
H: -0.92799 2.33405 1.08051  0.313
H: 0.49957 2.25888 2.75005  0.398
H: 1.53128 3.32188 1.80416  0.471
H: 2.50308 -2.26877 -0.31482  0.325
H: 4.51932 -3.48208 0.48145  0.443
H: 5.93214 -2.55476 2.25645  0.409
H: 5.40458 -0.37251 3.30323  0.456
H: 3.40037 1.74242 3.09403  0.236
H: 2.99856 -0.07285 -2.83527  0.452
H: 3.79785 0.32265 -5.13998  0.405
H: 2.98889 2.24339 -6.45495  0.367
H: 1.33683 3.82480 -5.47847  0.414
H: -0.45286 3.90931 -3.30695  0.447
F: -3.47497 -5.07071 -2.64943  -0.293
C: -2.95764 -4.15235 -1.84600  0.518
C: -3.52689 -3.90498 -0.61244  0.294
F: -4.59463 -4.59889 -0.22490  -0.309
C: -2.97250 -2.94979 0.21648  0.420
F: -3.53211 -2.79446 1.41918  -0.318
C: -1.86699 -2.18922 -0.14675  -1.089
P: -1.15609 -0.84938 0.89314  3.046
C: -0.17969 -1.80790 2.10469  0.021
C: 0.24164 -3.11086 1.87821  -0.726
C: 1.15101 -3.71781 2.73841  -0.848
C: 1.65070 -3.02641 3.82631  -0.678
C: 1.22885 -1.72317 4.06795  -1.040
C: 0.32349 -1.12014 3.21423  -0.216
C: -2.53481 -0.19171 1.88756  -0.102
C: -3.25672 0.85106 1.31795  -0.245
C: -4.30027 1.44994 2.00821  -0.693
C: -4.61691 1.02031 3.28777  -0.670
C: -3.89529 -0.01648 3.86656  -0.772
C: -2.86257 -0.62584 3.17291  -0.430
C: -1.29538 -2.47617 -1.39414  0.173
Br: 0.27476 -1.59794 -1.99835  -0.042
C: -1.83255 -3.43914 -2.22242  0.299
F: -1.28060 -3.71327 -3.40475  -0.333
H: -0.12907 -3.66155 1.02169  0.461
H: 1.47488 -4.73230 2.54395  0.430
H: 2.36848 -3.49555 4.48679  0.416
H: 1.61121 -1.17827 4.92239  0.413
H: -0.00015 -0.10280 3.40647  0.680
H: -2.98795 1.17635 0.32463  0.103
H: -4.86006 2.25329 1.54569  0.481
H: -5.42546 1.48835 3.83436  0.404
H: -4.14743 -0.35791 4.86275  0.433
H: -2.32161 -1.44626 3.62413  0.493
C: -1.64648 1.18923 -4.03190  -0.845
O: -1.41312 0.86016 -2.67752  -0.028
C: -1.23058 1.74921 -1.58167  1.538
C: -2.52322 2.55135 -1.43523  -2.659
H: -2.70372 1.42385 -4.21822  0.279
H: -1.38617 0.30152 -4.60968  0.205
H: -1.03502 2.01161 -4.40581  0.272
H: -2.61420 3.29274 -2.24254  0.442
H: -2.59590 3.10673 -0.49435  0.373
H: -3.39269 1.89457 -1.51031  0.561

Output
energy = -6356.05147 Eh
net charge = 0
spin multiplicity = 1
HOMO-LUMO gap (spin up / spin down) = 5.6 / 5.7 eV

The molecule C21H19N3O3S2. Source: the OMol25 dataset; level of theory: ωB97M-V with the def2-TZVPD basis set.

Last column: natural (NBO) charge in e.
Geometry (Å):
N: -2.75462 -3.50594 -6.90307  -0.296
O: 0.92938 -3.23074 -0.73074  -0.603
O: 2.13921 0.38313 7.12270  -0.981
C: -2.59336 -2.49173 -6.32561  0.276
N: -2.93767 1.12457 -5.67337  -0.469
O: -2.26348 2.52279 -3.87293  -0.507
S: -0.74936 1.00437 0.09413  0.384
C: 1.11218 -2.56514 0.28086  0.677
C: -1.62065 1.21337 -1.42619  -0.370
C: -0.58844 -0.85156 -1.65284  -0.280
C: -1.39003 0.18697 -2.33938  -0.067
C: -0.16467 -0.54334 -0.41398  -0.007
C: -3.00426 -0.09297 -6.23881  0.098
C: -2.36393 1.27145 -4.45068  0.545
C: -1.93310 -1.10902 -4.40065  -0.079
C: 1.49210 -1.22805 4.66258  -0.126
C: 3.32090 -0.24367 3.52207  -0.178
C: 1.34316 -2.17811 3.64131  -0.229
C: 3.18166 -1.18359 2.48344  -0.233
C: -2.49614 -1.21968 -5.66254  -0.246
C: -1.89005 0.14032 -3.74638  -0.120
C: 2.46895 -0.23078 4.61294  -0.327
C: 2.18817 -2.15099 2.51525  -0.018
N: 0.59711 -1.30696 0.47222  -0.616
S: 2.71639 0.97812 5.87557  1.271
C: -2.80612 3.68273 -4.54042  -0.254
C: 1.97963 -3.14148 1.33688  -0.515
C: 1.23886 2.68888 4.06749  -0.631
C: 1.28779 2.10522 5.50344  -0.573
H: -2.17513 2.12692 -1.63049  0.255
H: -0.37809 -1.79727 -2.12853  0.250
H: -3.54044 -0.27469 -7.14365  0.207
H: -1.56573 -2.00280 -3.90778  0.235
H: 0.87464 -1.22280 5.54837  0.236
H: 4.09347 0.52205 3.49988  0.221
H: 0.54583 -2.90770 3.63412  0.222
H: 3.84157 -1.10683 1.59957  0.225
H: 0.82486 -0.88779 1.35705  0.418
H: -2.32261 3.76147 -5.52013  0.196
H: -3.88452 3.60018 -4.66514  0.194
H: -2.59360 4.63512 -4.00224  0.202
H: 2.94056 -3.42285 0.86538  0.257
H: 1.45550 -4.03162 1.66588  0.251
H: 2.08253 3.39335 3.96935  0.210
H: 0.27728 3.21448 3.83795  0.228
H: 1.38526 1.90501 3.30328  0.209
H: 0.41953 1.51719 5.73362  0.228
H: 1.27951 2.95042 6.17020  0.232

Output
ΔE to the lowest compared entry with this formula, charge and spin = 2.874 eV
energy = -1997.94998 Eh
net charge = 0
spin multiplicity = 1
HOMO-LUMO gap = 8.6 eV

A cluster of 18 separate species, C63H153N9O45 in total. Source: the OMol25 dataset; level of theory: ωB97M-V with the def2-TZVPD basis set.

Last column: Mulliken charge in e.
Geometry (Å):
C: 0.97113 -4.13948 1.79276  0.095
O: 1.92134 -5.26316 1.70208  -0.476
C: 3.05152 -5.16847 2.64990  -0.144
C: 2.68799 -5.30694 4.17886  -0.251
O: 3.79229 -4.98165 5.00409  -0.363
C: 3.52555 -5.24817 6.35581  -0.508
C: 4.71671 -5.15185 7.27101  -0.596
O: 5.61691 -6.25363 6.95433  -0.359
C: 6.94520 -6.04157 7.34763  -0.725
H: 0.66862 -3.78890 0.80601  -0.493
H: 1.43952 -3.27294 2.25945  0.201
H: 0.16039 -4.42505 2.46302  0.408
H: 3.62648 -4.25340 2.50793  -0.015
H: 3.69333 -6.03448 2.48801  0.516
H: 2.30696 -6.31843 4.31955  0.430
H: 1.85458 -4.64252 4.40706  -0.036
H: 3.08155 -6.24196 6.41373  0.554
H: 2.69133 -4.61460 6.65709  0.273
H: 4.39378 -5.34272 8.29444  0.388
H: 5.20475 -4.17721 7.27280  0.258
H: 7.51593 -6.95365 7.17307  0.245
H: 6.94474 -5.78174 8.40621  0.310
H: 7.33597 -5.17293 6.81765  0.285
C: -1.22396 -7.40446 -6.88005  -0.835
O: -1.64334 -6.13659 -6.45041  -0.340
C: -0.63098 -5.19275 -6.26530  -1.171
C: -1.01530 -3.98401 -5.40139  0.362
O: -1.19602 -4.39571 -3.99914  0.448
C: -2.27936 -5.27382 -3.76227  -0.931
C: -2.61100 -5.28854 -2.24910  0.969
O: -1.82102 -6.25840 -1.62396  -0.579
C: -0.52103 -5.80092 -1.22116  -0.107
H: -0.90331 -7.23827 -7.90849  0.350
H: -2.01430 -8.15502 -6.89080  0.253
H: -0.43275 -7.88714 -6.30639  0.333
H: -0.28642 -4.81470 -7.22783  0.633
H: 0.24086 -5.67466 -5.82283  0.396
H: -1.92901 -3.59458 -5.85037  0.090
H: -0.26764 -3.19795 -5.50724  -0.219
H: -1.90564 -6.21409 -4.16765  0.287
H: -3.09836 -4.97927 -4.41847  0.519
H: -3.63198 -5.58749 -2.01180  -0.168
H: -2.45408 -4.32717 -1.75999  -0.564
H: -0.02726 -5.29838 -2.05288  -0.040
H: 0.17086 -6.57389 -0.88662  0.356
H: -0.61670 -5.07195 -0.41646  0.039
C: 3.94955 3.05854 -4.50539  -0.862
O: 2.73541 3.79030 -4.61537  0.149
C: 2.81551 5.13998 -4.76637  -0.987
C: 1.44961 5.82811 -4.51657  -0.124
O: 0.49095 5.38224 -5.45585  -0.212
C: -0.63286 6.18468 -5.54829  -1.241
C: -1.52722 6.46486 -4.32465  0.326
O: -0.87541 7.12567 -3.25736  -0.475
C: -1.64301 6.94215 -2.09088  -0.397
H: 4.69180 3.29612 -5.26742  0.402
H: 3.86645 1.97415 -4.57802  0.062
H: 4.33667 3.33768 -3.52543  0.330
H: 3.06221 5.31896 -5.81289  0.287
H: 3.58957 5.64462 -4.18822  0.466
H: 1.64641 6.89736 -4.59462  0.467
H: 1.09778 5.58242 -3.51459  0.041
H: -1.18100 5.72349 -6.36984  0.318
H: -0.18150 7.05733 -6.02038  0.468
H: -1.87065 5.46294 -4.06715  -0.169
H: -2.37443 7.03416 -4.70708  0.538
H: -1.48947 5.88456 -1.87630  0.043
H: -2.67703 7.04528 -2.41995  0.343
H: -1.36270 7.61180 -1.27780  0.274
C: -3.85550 -0.15744 -2.19388  0.291
O: -4.94554 -0.91562 -1.63595  -0.633
C: -5.20929 -2.11549 -2.38122  0.683
C: -6.33920 -2.95089 -1.78052  -0.697
O: -6.17304 -4.30455 -2.15281  -0.112
C: -7.12271 -5.21389 -1.70893  -0.716
C: -7.13611 -5.54797 -0.22138  -0.596
O: -7.72259 -4.50813 0.52439  -0.251
C: -8.70780 -4.85360 1.47906  -0.844
H: -4.01417 0.29866 -3.17107  -0.224
H: -2.88302 -0.64889 -2.22334  0.004
H: -3.84923 0.62817 -1.43831  0.153
H: -4.28994 -2.68808 -2.50390  -0.427
H: -5.51774 -1.83881 -3.38938  0.193
H: -7.25277 -2.52270 -2.19300  0.181
H: -6.43121 -2.80360 -0.70444  0.349
H: -6.82541 -6.10529 -2.26130  0.383
H: -8.16286 -4.96867 -1.92353  0.352
H: -6.19881 -5.83844 0.25316  0.298
H: -7.66306 -6.49907 -0.14494  0.496
H: -9.50073 -5.44258 1.01815  0.327
H: -8.98548 -3.96151 2.04046  0.229
H: -8.28593 -5.50785 2.24200  0.336
C: 2.08293 3.01327 -0.85320  -1.318
O: 2.17327 2.69066 0.55011  1.013
C: 2.27094 3.89481 1.30919  -0.455
C: 2.36400 3.44497 2.78823  -0.723
O: 3.62080 2.84226 3.03421  -0.222
C: 3.89478 2.48658 4.40008  -0.130
C: 5.40532 2.02901 4.57889  -0.969
O: 5.48818 0.78501 4.00361  0.254
C: 6.77308 0.20741 4.03676  -1.090
H: 2.98292 3.49146 -1.23976  0.397
H: 1.29490 3.69267 -1.17807  0.488
H: 2.01835 2.10030 -1.44517  -0.108
H: 1.33243 4.42522 1.14805  -0.268
H: 3.12723 4.53954 1.11120  0.391
H: 1.57929 2.72125 3.00862  0.032
H: 2.24150 4.31139 3.43817  0.599
H: 3.21627 1.64699 4.55122  -0.081
H: 3.71882 3.36352 5.02307  0.424
H: 5.65834 2.10001 5.63674  0.497
H: 6.06635 2.75984 4.11305  0.354
H: 6.63693 -0.66608 3.39912  0.287
H: 7.04128 -0.13847 5.03503  0.294
H: 7.67692 0.78567 3.84502  0.396
C: -0.73398 2.11173 -9.05504  -0.852
O: -1.69662 1.83480 -8.01747  -0.286
C: -1.97965 2.96952 -7.20337  -0.392
C: -3.09023 2.51903 -6.23855  0.243
O: -3.41113 3.60215 -5.41249  0.131
C: -3.98749 3.32778 -4.15133  -0.169
C: -5.06605 4.39108 -3.79942  -0.795
O: -6.21133 4.51367 -4.58571  -0.477
C: -6.09195 4.91227 -5.90704  -0.476
H: -0.45293 1.22739 -9.62693  0.257
H: 0.14840 2.59529 -8.63593  0.247
H: -1.20483 2.80357 -9.75343  0.359
H: -2.23945 3.67690 -7.99093  0.670
H: -1.07244 3.22786 -6.65718  -0.073
H: -2.65898 1.64548 -5.74964  -0.514
H: -3.96038 2.16187 -6.78936  0.229
H: -3.15474 3.37404 -3.44956  0.222
H: -4.38288 2.31209 -4.13967  0.330
H: -4.52588 5.33724 -3.83254  0.431
H: -5.50052 4.19454 -2.81927  0.276
H: -5.62672 5.86701 -6.15227  0.254
H: -7.08220 5.03478 -6.34578  0.328
H: -5.58683 4.13145 -6.47562  0.042
C: 0.19058 -0.77165 2.94764  -0.536
O: 0.36106 -1.28207 1.63584  1.097
C: 1.13518 -0.37350 0.83082  0.503
C: 1.42531 -0.84592 -0.51888  0.715
O: 0.27057 -0.80662 -1.31369  1.296
C: 0.61501 -1.22658 -2.65480  -1.014
C: -0.42769 -0.79930 -3.66743  -0.435
O: -0.83580 0.60558 -3.56759  1.175
C: 0.08137 1.50556 -4.14245  -0.453
H: 1.03972 -0.98441 3.59709  -0.385
H: -0.60817 -1.35349 3.40760  0.130
H: -0.21490 0.23992 2.92714  0.159
H: 2.09583 -0.12259 1.28058  0.157
H: 0.68336 0.61737 0.78455  -1.060
H: 1.96620 -1.79046 -0.57719  -0.650
H: 2.19860 -0.15797 -0.86071  -0.621
H: 0.67019 -2.31466 -2.68848  -0.057
H: 1.60270 -0.92399 -3.00261  0.220
H: -1.29472 -1.44872 -3.54647  -0.360
H: -0.03524 -0.86594 -4.68214  0.150
H: 0.08450 1.41885 -5.22899  -0.148
H: 1.08298 1.42096 -3.72086  0.196
H: -0.29534 2.51596 -3.98347  0.090
C: 0.51641 2.84780 8.92088  -0.730
O: 1.41109 2.39526 7.84847  -0.467
C: 1.48549 1.02914 7.63337  -0.542
C: 0.27220 0.42870 6.91603  0.610
O: -0.78072 0.17004 7.78105  -0.381
C: -0.68434 -1.01166 8.60411  0.175
C: -1.67360 -1.04801 9.83004  -0.820
O: -2.97007 -1.39686 9.43477  -0.382
C: -3.67867 -0.48861 8.56368  -0.497
H: -0.48008 2.99457 8.50423  0.237
H: 0.65207 3.84603 9.33707  0.333
H: 0.50923 2.14751 9.75614  0.290
H: 1.75441 0.55709 8.57833  0.486
H: 2.39650 0.77471 7.09170  0.067
H: 0.72207 -0.39265 6.35828  -0.242
H: -0.13207 1.13581 6.19169  0.211
H: 0.30032 -0.84936 9.04252  0.368
H: -0.81612 -1.93095 8.03347  -0.074
H: -1.72169 -0.02176 10.19419  0.364
H: -1.41241 -1.64840 10.70149  0.340
H: -3.86824 0.51767 8.93728  0.274
H: -4.69031 -0.88008 8.45663  0.272
H: -3.19294 -0.41545 7.59064  0.095
C: -1.99481 3.48149 3.81549  -0.655
O: -1.08434 4.39529 3.18212  0.033
C: -1.54440 5.71959 3.03922  -0.856
C: -0.41610 6.49485 2.29219  -0.246
O: 0.82609 6.61229 3.01976  -0.300
C: 1.98258 7.13955 2.31145  -0.329
C: 2.97516 7.53470 3.40091  -0.722
O: 2.76572 8.82030 4.00553  -0.373
C: 3.75481 9.18937 4.97571  -0.690
H: -2.08377 3.76176 4.86508  0.335
H: -1.52395 2.50652 3.68968  -0.044
H: -3.02880 3.36332 3.49144  0.367
H: -1.73036 6.14072 4.02723  0.361
H: -2.52206 5.65138 2.56211  0.405
H: -0.68107 7.50598 1.98317  0.445
H: -0.11257 6.01612 1.36117  -0.026
H: 1.77482 8.05777 1.76207  0.579
H: 2.46624 6.58064 1.51034  0.208
H: 3.89937 7.57887 2.82471  0.411
H: 3.10649 6.81100 4.20534  0.365
H: 3.76360 8.47933 5.80268  0.281
H: 3.59252 10.16222 5.43972  0.261
H: 4.70388 9.16215 4.44035  0.297
C: 2.44437 0.30640 -6.92121  0.019
N: 2.67614 -0.62620 -8.04884  1.034
O: 3.56880 -1.48266 -7.91231  -0.571
O: 2.08190 -0.44879 -9.12496  -0.563
H: 2.06026 -0.20804 -6.04034  -0.165
H: 1.63691 0.99394 -7.17305  -0.063
H: 3.36715 0.84200 -6.69832  0.337
C: -4.02461 -0.86003 -7.45343  -0.696
N: -4.26078 -0.86294 -6.02783  0.830
O: -3.40816 -1.38565 -5.29611  -0.236
O: -5.23597 -0.30022 -5.54179  -0.515
H: -3.31428 -1.66857 -7.62599  0.214
H: -3.48382 0.03677 -7.75575  0.102
H: -4.96087 -0.89034 -8.01076  0.341
C: -1.89061 2.16710 -0.11888  0.607
N: -3.08378 3.06061 0.02393  1.171
O: -4.03850 2.66881 0.63050  -0.613
O: -3.01478 4.13137 -0.58376  -0.579
H: -1.22474 2.14690 0.74385  0.224
H: -1.37882 2.37308 -1.05895  -0.062
H: -2.29950 1.15876 -0.18349  -0.853
C: 4.12957 -4.00179 -0.57108  -0.315
N: 3.16750 -4.86045 -1.29047  0.554
O: 2.28022 -4.23370 -1.87511  0.022
O: 3.17366 -6.07428 -1.16525  -0.547
H: 4.24447 -3.12137 -1.20333  -0.082
H: 5.12665 -4.42125 -0.43697  0.434
H: 3.71912 -3.62133 0.36428  -0.091
C: -2.70741 -1.90482 0.58150  -0.288
N: -3.07797 -2.86423 1.62912  1.220
O: -3.52931 -3.96392 1.20198  -0.601
O: -3.01267 -2.47777 2.76822  -0.626
H: -2.08687 -2.35458 -0.19357  -0.194
H: -2.32361 -0.99002 1.03311  0.032
H: -3.69682 -1.59315 0.24681  0.374
C: 3.62922 -1.90217 4.84443  0.289
N: 3.91995 -1.76528 6.29362  1.087
O: 2.99509 -2.08713 7.02198  -0.522
O: 5.04790 -1.34301 6.68159  -0.642
H: 4.44628 -2.44079 4.36442  0.385
H: 3.64705 -0.86308 4.51570  -0.183
H: 2.65473 -2.30483 4.56814  -0.480
C: -2.97700 -3.47667 5.96672  -0.724
N: -1.51621 -3.76381 5.76954  0.770
O: -0.78577 -2.79635 5.53050  -0.234
O: -1.13572 -4.92157 5.77457  -0.569
H: -3.33056 -4.10303 6.78572  0.337
H: -3.37752 -3.82147 5.01341  0.310
H: -3.13837 -2.40915 6.11665  0.161
C: 5.29615 1.06783 0.47699  -0.830
N: 5.04404 0.98361 -0.98413  1.056
O: 5.35603 1.96348 -1.61449  -0.568
O: 4.59122 -0.09348 -1.40604  -0.521
H: 5.77359 0.21765 0.96417  0.276
H: 4.36610 1.34094 0.97550  0.160
H: 5.95166 1.92795 0.61341  0.389
C: 4.54860 -3.22084 -4.80359  -0.761
N: 3.11577 -3.29139 -5.31009  0.799
O: 2.82451 -4.20520 -5.99347  -0.522
O: 2.26698 -2.56776 -4.79610  -0.267
H: 5.20388 -2.74275 -5.53168  0.271
H: 4.89398 -4.24424 -4.65706  0.337
H: 4.47749 -2.68402 -3.85761  0.131

Output
energy = -6369.22477 Eh
net charge = 0
spin multiplicity = 1
HOMO-LUMO gap = 8.3 eV